[1]
The molecule C5H10O2, computed with wB97M-V/def2-TZVPD.

Relative energy (zero: lowest compared OMol25 entry of this formula, charge and spin) in kcal/mol: 30.1
SMILES: C[C@@H]1OCC[C@H]1O

Geometry (Å):
C (-1.669, 1.492, 0.181)
C (-0.820, 0.257, 0.391)
O (0.232, 0.576, 1.292)
C (1.248, -0.380, 1.075)
C (1.322, -0.502, -0.448)
C (-0.145, -0.335, -0.873)
O (-0.798, -1.559, -1.166)
H (-2.539, 1.263, -0.442)
H (-2.024, 1.865, 1.146)
H (-1.089, 2.287, -0.299)
H (-1.430, -0.564, 0.803)
H (0.983, -1.347, 1.531)
H (2.162, -0.009, 1.544)
H (1.754, -1.449, -0.794)
H (1.936, 0.308, -0.851)
H (-0.230, 0.348, -1.731)
H (-0.162, -2.152, -1.582)

***

[2]
A 2-piece molecular cluster, C17H39B2FNO7P overall at a distorted geometry, computed with wB97M-V/def2-TZVPD.

E in eV: -47441.56805

Geometry (Å):
C (-1.834, -5.094, -0.612)
C (-0.457, -4.771, -1.323)
C (-0.554, -3.267, -1.833)
C (0.604, -2.341, -1.329)
C (1.377, -1.782, -2.560)
C (0.158, -1.262, -0.256)
C (0.007, -2.124, 1.067)
B (-1.046, -1.520, 2.112)
O (-0.642, -0.667, 3.154)
O (-2.399, -1.856, 1.913)
C (-1.129, -0.479, -0.633)
O (-0.853, 0.210, -1.872)
C (0.121, 1.253, -1.686)
B (-0.727, 2.643, -1.540)
O (-0.411, 3.666, -0.608)
O (-1.809, 2.858, -2.426)
C (-1.970, 4.272, -2.719)
P (1.048, 1.464, -3.366)
C (1.178, 3.287, -3.773)
O (-0.075, 0.847, -4.480)
C (1.087, 1.082, -0.459)
C (2.458, 1.833, -0.633)
F (3.393, 1.079, -1.320)
C (3.065, 2.291, 0.739)
C (3.499, 1.105, 1.662)
N (1.296, -0.314, 0.019)
H (-2.630, -4.867, -1.361)
H (-1.976, -4.361, 0.215)
H (-1.915, -6.145, -0.279)
H (-0.398, -5.456, -2.200)
H (0.420, -4.936, -0.665)
H (-0.448, -3.332, -2.943)
H (-1.582, -2.905, -1.644)
H (1.321, -3.001, -0.777)
H (1.915, -2.635, -3.035)
H (2.161, -1.022, -2.314)
H (0.735, -1.320, -3.338)
H (0.990, -2.250, 1.592)
H (-0.321, -3.162, 0.819)
H (0.297, -0.843, 3.276)
H (-2.916, -1.449, 2.623)
H (-1.422, 0.321, 0.090)
H (-2.024, -1.125, -0.732)
H (-0.941, 3.607, 0.193)
H (-0.991, 4.790, -2.821)
H (-2.605, 4.730, -1.935)
H (-2.475, 4.373, -3.707)
H (1.973, 3.384, -4.549)
H (0.229, 3.625, -4.248)
H (1.484, 3.934, -2.924)
H (0.387, 0.391, -5.188)
H (0.604, 1.625, 0.388)
H (2.252, 2.776, -1.189)
H (2.359, 2.995, 1.232)
H (3.986, 2.859, 0.467)
H (2.627, 0.781, 2.286)
H (3.942, 0.254, 1.097)
H (4.259, 1.446, 2.401)
H (2.205, -0.718, -0.246)
H (1.353, -0.246, 1.044)
C (-2.117, 0.122, 5.917)
C (-2.451, 1.263, 6.909)
O (-2.419, 0.787, 8.155)
H (-2.843, -0.694, 5.983)
H (-2.139, 0.503, 4.879)
H (-1.118, -0.288, 6.094)
H (-3.420, 1.690, 6.545)
H (-1.735, 2.088, 6.654)

***

[3]
C12H26AsAuBrNO7P2Si2 as an isolated structure, computed with wB97M-V/def2-TZVPD.

Relative energy (zero: lowest compared OMol25 entry of this formula, charge and spin) in kcal/mol: 3.3

Geometry (Å):
Au (0.361, -0.723, 0.893)
O (3.847, -2.367, 0.598)
P (3.296, -1.266, 1.601)
O (4.316, -0.489, 2.299)
O (2.311, -0.383, 0.746)
O (2.350, -2.103, 2.607)
P (1.485, -3.399, 2.095)
O (0.422, -3.538, 3.281)
O (2.388, -4.551, 1.945)
O (0.697, -2.897, 0.897)
H (3.722, -3.288, 0.902)
H (0.800, -3.976, 4.055)
C (-3.594, -3.708, -1.016)
C (-3.266, -2.662, 0.008)
C (-4.194, -2.198, 0.935)
C (-3.818, -1.276, 1.892)
C (-2.513, -0.810, 1.904)
Br (-1.975, 0.339, 3.276)
N (-1.625, -1.212, 0.995)
C (-1.993, -2.135, 0.084)
H (-4.667, -3.758, -1.193)
H (-3.260, -4.690, -0.677)
H (-3.099, -3.500, -1.964)
H (-5.211, -2.571, 0.921)
H (-4.510, -0.923, 2.641)
H (-1.215, -2.457, -0.595)
C (3.412, 2.564, 1.435)
Si (2.172, 2.654, 0.054)
C (1.575, 4.438, -0.089)
C (2.923, 2.082, -1.565)
As (0.049, 1.701, 0.580)
Si (-0.895, 1.486, -1.593)
C (-0.822, 3.183, -2.395)
C (-0.060, 0.187, -2.664)
C (-2.717, 1.036, -1.420)
H (4.209, 3.274, 1.186)
H (3.852, 1.577, 1.558)
H (2.995, 2.857, 2.400)
H (2.423, 5.073, -0.362)
H (1.185, 4.797, 0.866)
H (0.803, 4.579, -0.845)
H (3.884, 2.577, -1.729)
H (2.283, 2.306, -2.420)
H (3.103, 1.005, -1.537)
H (0.191, 3.463, -2.686)
H (-1.217, 3.957, -1.733)
H (-1.440, 3.174, -3.298)
H (0.939, 0.494, -2.973)
H (-0.652, -0.006, -3.563)
H (0.043, -0.757, -2.122)
H (-3.248, 1.743, -0.779)
H (-2.864, 0.033, -1.025)
H (-3.184, 1.064, -2.410)